# 1
A cluster of 2 separate species, C9H14 in total in a non-equilibrium geometry. Source: OMol25; level of theory: ωB97M-V/def2-TZVPD.

```
23
Properties=species:S:1:pos:R:3
C 2.60711 -0.05696 1.56183
C 3.23439 -0.37127 3.03040
H 3.21185 -0.45106 0.76556
H 1.57452 -0.39964 1.46135
H 2.62284 1.05807 1.48021
H 2.62005 0.05290 3.77664
H 4.27541 0.06740 3.09924
H 3.35460 -1.46628 3.27724
C -3.02431 -1.26057 -0.85622
C 0.52501 1.12863 -0.81345
C 0.64112 -0.25194 -1.20325
C -0.75844 1.68005 -0.57709
C -0.51778 -0.99827 -1.00538
C -1.95279 0.92766 -0.49566
C -1.79397 -0.39484 -0.85662
H 1.31818 1.82600 -1.10010
H 1.53248 -0.80900 -1.43725
H -0.82519 2.72549 -0.42752
H -0.43998 -2.01182 -0.78634
H -2.92304 1.36251 -0.29060
H -3.02380 -2.10492 -1.56384
H -3.88276 -0.66604 -1.14111
H -3.17718 -1.59851 0.17932
```

Its multiplicity is 1. The value obtained for the energy above the lowest of the compared OMol25 structures with the same formula, charge and spin is 119.44 kJ/mol. As for the HOMO-LUMO gap: 9.80 eV. The HOMO energy is -8.781 eV. Its lowest unoccupied orbital energy is 1.0 eV. The calculation puts the total energy at -351.28470 a.u.

Here is what Löwdin gives for the atomic charges, in e:
1 C -0.1516
2 C -0.1486
3 H 0.0407
4 H 0.0438
5 H 0.0653
6 H 0.0231
7 H 0.0673
8 H 0.0637
9 C -0.0653
10 C -0.0964
11 C -0.0800
12 C -0.0817
13 C -0.0592
14 C -0.0456
15 C -0.2881
16 H 0.0984
17 H 0.0950
18 H 0.0804
19 H 0.0888
20 H 0.1110
21 H 0.0829
22 H 0.0669
23 H 0.0890

=====

# 2
A cluster of 2 separate species, C9H14 in total in a non-equilibrium geometry. Source: OMol25; level of theory: ωB97M-V/def2-TZVPD.

```
23
Properties=species:S:1:pos:R:3
C -2.54900 0.06222 -2.19071
C -0.43968 0.49720 1.44725
C -1.24849 1.50193 0.98701
C -0.47271 -0.75483 0.81242
C -2.11096 1.31827 -0.08806
C -1.26780 -0.98302 -0.30059
C -1.98794 0.13093 -0.79061
H 0.25176 0.67077 2.25924
H -1.21464 2.45210 1.52527
H 0.16873 -1.52990 1.21871
H -2.64764 2.19219 -0.43416
H -1.29022 -1.92696 -0.83009
H -3.33163 0.78766 -2.43663
H -3.02232 -0.90973 -2.33182
H -1.66560 0.37678 -2.75569
C 3.14147 -0.82674 1.12273
C 2.56300 -0.23627 -0.16806
H 4.22273 -0.73604 1.10251
H 2.74929 -0.26761 1.97676
H 2.90657 -1.89082 1.24043
H 2.79550 0.82485 0.03351
H 2.97603 -0.48476 -1.14110
H 1.47355 -0.26821 -0.25834
```

Its multiplicity is 1. The value obtained for the energy above the lowest of the compared OMol25 structures with the same formula, charge and spin is 76.64 kJ/mol. As for the HOMO-LUMO gap: 9.97 eV. The HOMO energy is -8.932 eV. Its lowest unoccupied orbital energy is 1.0 eV. The calculation puts the total energy at -351.30100 a.u.

Here is what Löwdin gives for the atomic charges, in e:
1 C -0.0576
2 C -0.1096
3 C -0.0988
4 C -0.1194
5 C -0.0536
6 C -0.0423
7 C -0.2890
8 H 0.0993
9 H 0.1063
10 H 0.1019
11 H 0.1098
12 H 0.1116
13 H 0.0745
14 H 0.0777
15 H 0.0919
16 C -0.1691
17 C -0.1647
18 H 0.0581
19 H 0.0584
20 H 0.0588
21 H 0.0704
22 H 0.0613
23 H 0.0243

=====

# 3
A structure of composition C9H14BI2InN4S2 in a non-equilibrium geometry. Source: OMol25; level of theory: ωB97M-V/def2-TZVPD.

```
33
Properties=species:S:1:pos:R:3
In -0.76671 -2.32732 -0.65027
C 3.95034 -1.84425 0.12404
N 3.11203 -0.70651 -0.22924
C 3.31526 0.58868 0.13369
C 2.31914 1.32156 -0.44425
N 1.51594 0.48270 -1.15765
B 0.31607 0.94415 -2.07060
N -0.92679 1.28848 -1.16360
C -1.07633 2.44154 -0.45231
C -2.31552 2.44606 0.12008
N -2.92128 1.28366 -0.24392
C -4.27357 0.86851 0.10392
C -2.06828 0.58579 -1.03774
S -2.50705 -0.90682 -1.78010
C 2.01464 -0.76108 -1.02771
S 1.48243 -2.22292 -1.77018
H 4.63773 -1.54767 0.91051
H 4.52130 -2.18027 -0.73988
H 3.33134 -2.67068 0.46418
H 4.12968 0.90949 0.76035
H 2.15783 2.38494 -0.41586
H 0.65208 1.95894 -2.59749
H 0.02390 0.05299 -2.80176
H -0.31415 3.20033 -0.42192
H -2.78196 3.18916 0.74387
H -4.65303 1.51685 0.88794
H -4.26919 -0.16354 0.44553
H -4.92867 0.93701 -0.76293
I -0.19192 -0.56620 1.97160
C -0.73342 -2.20775 3.24394
I -1.31237 -3.96591 2.15649
H -1.57131 -1.88425 3.85006
H 0.13184 -2.44569 3.85121
```

Its multiplicity is 1. As for the HOMO-LUMO gap: 5.83 eV. The HOMO energy is -15.034 eV. Its lowest unoccupied orbital energy is -9.2 eV. The calculation puts the total energy at -2176.63321 a.u. As for the net charge: +2.

Here is what Löwdin gives for the atomic charges, in e:
1 In 0.4308
2 C 0.0039
3 N -0.1060
4 C -0.0001
5 C -0.0302
6 N 0.0008
7 B -0.4043
8 N 0.0008
9 C -0.0302
10 C -0.0001
11 N -0.1060
12 C 0.0039
13 C -0.7286
14 S 0.7280
15 C -0.7287
16 S 0.7280
17 H 0.1082
18 H 0.1121
19 H 0.0871
20 H 0.1468
21 H 0.1381
22 H 0.0986
23 H 0.0568
24 H 0.1381
25 H 0.1468
26 H 0.1082
27 H 0.0871
28 H 0.1121
29 I 0.9943
30 C -1.0112
31 I 0.9394
32 H -0.0125
33 H -0.0124

=====

# 4
A structure of composition C9H14BrN2O8PReSe4Te in a non-equilibrium geometry. Source: OMol25; level of theory: ωB97M-V/def2-TZVPD.

```
41
Properties=species:S:1:pos:R:3
Re 0.55896 0.16752 -0.22455
Se -0.92425 -1.58677 -0.72984
Se -2.91686 -1.15612 0.35410
Te -3.37734 1.07996 -0.79641
Se -0.97366 1.94504 -0.45365
N 2.18851 -0.62395 3.76764
C 1.39817 0.58364 4.01003
P -0.29634 0.26970 3.33675
O -1.13689 -0.62833 4.15003
O -0.17055 -0.18204 1.88902
C -1.25814 1.89798 3.30674
N -2.59930 1.38282 2.96888
H 2.32716 -1.16294 4.61716
H 3.35946 -0.09629 2.56836
H 1.68013 -1.22791 3.11851
H 1.85621 1.43115 3.48705
H 1.34846 0.82323 5.07268
H -0.91662 2.62826 2.57583
H -1.27138 2.33219 4.30575
H -3.37731 1.98070 3.26107
H -2.63487 0.43695 3.42671
H -2.67972 1.21311 1.95128
Br 1.50427 -2.67931 -2.57574
C 0.14840 -1.80619 -3.62744
C -0.84271 -2.58395 -4.20846
C -1.81404 -1.96991 -4.97822
C -1.81186 -0.59325 -5.14072
C -0.82424 0.17885 -4.55119
C 0.16385 -0.42626 -3.78365
C 1.34058 0.39329 -3.27197
O 2.09745 0.87531 -4.07618
O 1.46274 0.49055 -1.98910
H -0.81995 -3.65547 -4.07638
H -2.56973 -2.57575 -5.45476
H -2.55134 -0.11437 -5.76449
H -0.78935 1.24948 -4.69373
O 1.93658 1.51390 0.57447
Se 3.03432 0.35447 0.33298
O 3.88716 0.24783 1.80753
O 2.16211 -0.99761 0.26049
O 4.10189 0.59049 -0.74658
```

Its multiplicity is 2. The value obtained for the energy above the lowest of the compared OMol25 structures with the same formula, charge and spin is 169.50 kJ/mol. As for the HOMO-LUMO gap (spin up / spin down): 5.67 / 6.47 eV. The HOMO energy (spin up / spin down) is -7.764 / -8.048 eV. Its lowest unoccupied orbital energy (spin up / spin down) is -2.1 / -1.6 eV. As for the expectation value of S²: 0.786. The calculation puts the total energy at -13930.20643 a.u.

Here is what Löwdin gives for the atomic charges, in e:
1 Re 0.8418
2 Se 0.1873
3 Se -0.0577
4 Te 0.3402
5 Se 0.0481
6 N -0.0345
7 C -0.2747
8 P 0.4315
9 O -0.3086
10 O -0.5445
11 C -0.1936
12 N 0.1021
13 H 0.1033
14 H 0.0062
15 H 0.0762
16 H 0.0877
17 H 0.0985
18 H 0.0755
19 H 0.1044
20 H 0.1690
21 H 0.1252
22 H -0.0076
23 Br 0.8003
24 C -0.6514
25 C -0.1328
26 C -0.0757
27 C -0.0693
28 C -0.0154
29 C -0.2070
30 C -0.5992
31 O 0.1429
32 O -0.2743
33 H 0.1036
34 H 0.1055
35 H 0.1046
36 H 0.1264
37 O -0.5048
38 Se 0.8090
39 O -0.2097
40 O -0.5239
41 O -0.3047